The following is a DFT calculation (ωB97M-V with the def2-TZVPD basis set) of a single C3H3N5 molecule at a distorted geometry.

Summary:
* E_tot: -389.6749 hartree
* SMILES: [H]/N=c1\cnnncn1
* frontier orbital gap: 0.319 Ha

Cartesian coordinates (Å):
N 0.605 0.853 1.190
C -0.300 1.246 -1.027
N 1.389 -0.232 0.768
C 0.905 -1.269 0.129
H -0.459 2.258 -1.629
H -1.274 -2.282 0.709
C -0.430 -0.969 -0.301
N -0.668 0.064 -1.306
N -1.537 -1.189 0.352
N 0.116 1.677 0.204
H 1.351 -2.240 -0.343

Results of the Mulliken charge analysis, in e, for atoms 1 through 2: -0.20, 0.23